[1]
Density functional theory data (ωB97M-V/def2-TZVPD) for CH2Cl2NO2S as an isolated structure at a distorted geometry.

Output
Gap between HOMO and LUMO   7.88 eV
Total charge   -1
E_tot   -42533.67976 eV
F_max   2.2 eV/Å

XYZ file:
```
9
Properties=species:S:1:pos:R:3:forces:R:3:nbo_charge:R:1
C 1.616172 -0.125897 0.202867 -1.61 0.00 0.86 -0.415
N -1.134812 -0.386272 -0.998153 0.31 1.21 0.35 -1.035
O -1.056272 -1.538311 1.122100 0.73 -0.31 0.97 -0.982
O -1.236249 0.957263 0.944759 0.77 -0.06 1.09 -0.989
S -0.574002 -0.289451 0.567966 -0.86 0.90 -0.32 2.014
Cl 2.007370 0.820571 1.691196 0.37 -0.32 0.82 -0.151
Cl 1.622214 1.234036 -0.991433 -0.10 0.16 -0.93 -0.171
H -0.666306 0.483432 -1.277502 -0.38 -0.35 -1.23 0.375
H -0.578115 -1.155371 -1.261801 0.75 -1.23 -1.61 0.354
```
Forces are in eV/Å.

---

[2]
Density functional theory data (ωB97M-V/def2-TZVPD) for an isolated molecule of CH2Cl2O at a distorted geometry.

Output
Gap between HOMO and LUMO (alpha / beta)   6.30 / 6.69 eV
Spin multiplicity   3
E_tot   -28155.71636 eV
F_max   5.5 eV/Å
<S²>   2.006

XYZ file:
```
6
Properties=species:S:1:pos:R:3:forces:R:3:lowdin_spin:R:1
C -0.062385 -0.054030 0.267929 -2.74 2.10 2.16 0.497
O -0.817024 -0.496841 -0.747309 -0.85 1.18 -0.95 0.084
Cl 0.541548 1.556481 0.118829 0.45 0.60 -0.17 0.184
Cl 1.574547 -1.140335 0.260416 4.75 -2.78 -0.30 1.215
H -0.307303 -0.226343 1.306945 -0.97 -0.05 -0.10 0.015
H -0.929383 0.361066 -1.206810 -0.64 -1.05 -0.65 0.004
```
Forces are in eV/Å.

---

[3]
Density functional theory data (ωB97M-V/def2-TZVPD) for a 2-piece molecular cluster, CH2Cl2O2 overall at a distorted geometry.

Output
Gap between HOMO and LUMO   11.84 eV
E_tot   -30209.54139 eV
F_max   2.4 eV/Å

XYZ file:
```
7
Properties=species:S:1:pos:R:3:forces:R:3:nbo_charge:R:1
C -0.940890 0.182512 0.064794 1.36 -1.60 0.76 0.704
O -0.417415 0.261814 -1.114726 2.04 -0.24 -1.24 -0.665
O -0.344682 -0.249446 1.020192 -0.88 0.64 0.82 -0.620
Cl -2.569448 0.528690 0.049588 -1.79 0.65 0.19 0.042
Cl 2.245431 -0.540434 0.036602 1.15 -0.16 -0.37 -0.280
H 0.541034 -0.114870 -1.013238 -1.63 0.81 -0.33 0.504
H 1.485972 -0.068267 0.956786 -0.25 -0.10 0.17 0.315
```
Forces are in eV/Å.

---

[4]
Density functional theory data (ωB97M-V/def2-TZVPD) for an isolated molecule of CH2Cl2O2P2 at a distorted geometry.

Output
Gap between HOMO and LUMO   8.78 eV
E_tot   -48788.49560 eV
F_max   4.5 eV/Å

XYZ file:
```
9
Properties=species:S:1:pos:R:3:forces:R:3:nbo_charge:R:1
C 0.113684 0.626133 0.238484 0.91 -0.05 -0.50 -1.230
O 0.600094 1.668084 2.779178 -0.15 0.41 0.21 -1.042
O -2.544378 1.001348 -0.553854 -2.09 -1.83 -2.71 -0.981
P -1.622527 1.539746 0.379089 2.98 2.05 2.74 1.400
P 0.602434 0.429439 2.017350 -0.61 0.84 -1.92 1.748
Cl 2.303433 -0.518615 2.157605 1.08 -0.72 -0.07 -0.216
Cl -0.751132 -0.900449 2.554647 -0.79 -0.79 0.63 -0.248
H 1.019304 1.146030 -0.312430 -2.04 -0.73 0.96 0.291
H -0.170163 -0.336254 -0.281032 0.71 0.81 0.66 0.279
```
Forces are in eV/Å.